Entry from the Open Molecules 2025 dataset: the ion C7H7N2O with charge +1 in a non-equilibrium geometry (ωB97M-V with the def2-TZVPD basis set).

Results
Electronic energy, a.u.: -455.22565
Multiplicity: 1
M, g/mol: 135.1
HOMO level (spin up / spin down), eV: -11.50 / -11.50
Lowest unoccupied orbital energy (spin up / spin down), eV: -5.093 / -5.093
Total charge: +1
Maximum force, eV/A: 3.334

Last column: Löwdin charge in e.
Atoms and positions in Å:
C -1.93061 0.31231 1.63542  -0.01
C 1.91989 0.14552 -0.49024  -0.22
C -2.21496 -0.60221 0.62013  -0.06
C -0.56942 -1.48129 -1.03685  -0.03
C 1.11997 0.03095 -1.65198  -0.06
C -0.70206 0.80926 1.92540  -0.04
C 2.50659 1.38700 -0.23894  0.06
N -1.46596 -1.20368 -0.20864  0.19
N 0.08459 -0.63078 -1.94585  0.01
O 0.31867 1.19171 2.33030  0.28
H -2.71466 0.70854 2.27455  0.14
H 2.00386 -0.71514 0.21054  0.11
H -3.22978 -0.82875 0.51644  0.14
H -0.09146 -2.45218 -0.92372  0.16
H 3.09270 1.66500 0.77143  0.13
H 2.18867 2.16087 -0.93806  0.06
H -0.31603 -0.49712 -2.84994  0.15

Forces on atoms 1 to 3 (eV/Å):
C 0.9 0.7 0.4
C 0.7 0.8 1.6
C 0.2 0.4 -0.3